C45H99FK2N8O9 as an isolated structure in a non-equilibrium geometry. Source: OMol25; level of theory: the ωB97M-V functional and the def2-TZVPD basis.

```
164
Properties=species:S:1:pos:R:3:forces:R:3:lowdin_charge:R:1
K -2.0417 2.2811 -1.2615 0.0 -0.4 -1.2 0.7993
K 0.1113 1.3030 1.2994 -0.4 -0.4 -0.2 0.7519
F -0.5089 0.2416 -1.2475 0.4 0.2 0.1 -0.5341
C -3.2995 5.2837 0.3250 -0.3 0.6 1.0 -0.0718
C -2.6484 4.3865 1.3616 1.8 -0.3 -0.7 -0.5468
C -3.6750 3.6740 2.2436 0.8 -0.5 0.2 -0.0582
O -1.7219 3.4850 0.7029 -0.9 0.5 1.7 -0.5164
H -4.1281 4.7947 -0.1661 -0.2 -0.3 -0.5 0.0645
H -2.5622 5.6812 -0.3676 0.0 -0.1 -0.1 0.0814
H -3.7466 6.1176 0.8852 0.0 0.1 -0.3 0.0812
H -2.0379 5.0791 1.9887 -0.3 -0.4 0.0 0.1240
H -3.1489 2.8962 2.8157 -0.2 0.2 -0.1 0.0490
H -4.4296 3.1663 1.6637 -0.3 -0.2 -0.5 0.0664
H -4.2037 4.3147 2.9437 0.1 0.3 0.1 0.0782
C 1.9646 -1.4159 1.1090 -1.0 0.1 -2.1 -0.3760
O 2.2828 -0.3388 1.5737 0.0 0.7 0.8 -0.0490
N 2.6155 -2.5455 1.2712 0.5 -1.7 1.1 -0.1661
C 2.1713 -3.7876 0.6303 -0.4 0.1 -0.9 -0.0375
C 3.8951 -2.5401 2.0121 -1.1 0.1 -0.9 -0.0041
H 1.1846 -1.5255 0.3104 -0.1 0.2 0.8 0.1333
H 2.8965 -4.1173 -0.1417 -0.2 0.2 0.5 0.0947
H 1.2072 -3.6146 0.0959 0.8 0.1 0.5 0.0605
H 1.9831 -4.6223 1.3215 0.3 0.4 0.1 0.0915
H 3.8678 -1.9391 2.9091 -0.3 0.3 0.1 0.0836
H 4.0851 -3.5630 2.2795 0.6 -0.4 0.0 0.0816
H 4.5854 -2.0981 1.3016 0.8 -0.2 0.3 0.0915
C -2.7411 -0.4719 2.0566 -1.5 0.4 0.6 -0.2855
O -1.8775 -0.0975 2.8204 1.5 0.3 0.6 -0.0609
N -3.9789 -0.8210 2.5164 0.6 0.5 -0.9 -0.1802
C -4.9817 -1.2729 1.6036 0.1 -0.5 -1.1 -0.0628
C -4.2957 -0.7448 3.9092 0.2 0.0 0.4 -0.0401
H -2.5679 -0.4372 0.9785 -0.5 -0.5 -0.2 0.1214
H -4.4942 -1.1977 0.6258 -0.5 -0.1 -0.1 0.0588
H -5.9681 -0.7727 1.5767 0.7 0.3 0.4 0.1040
H -5.1730 -2.3236 1.7849 -0.2 -0.4 0.0 0.0857
H -5.0352 0.0542 4.0666 0.5 0.1 0.3 0.1005
H -4.8087 -1.6586 4.1984 0.1 -0.3 0.2 0.0914
H -3.3347 -0.6334 4.4575 -1.0 0.1 -0.1 0.0851
C 0.1587 2.2003 -4.1714 0.2 -1.0 -0.2 -0.3396
O -0.6002 2.9510 -3.6076 -1.1 0.6 1.0 -0.0357
N 0.8393 2.5793 -5.2556 0.0 0.1 -0.1 -0.1937
C 1.8483 1.7486 -5.8130 0.5 -1.4 0.2 -0.0798
C 0.7741 3.9483 -5.6973 -0.3 0.8 0.1 -0.0389
H 0.3107 1.1329 -3.8599 0.1 0.6 -0.1 0.1393
H 1.8852 0.8291 -5.1935 -0.2 0.3 -0.6 0.0537
H 2.8342 2.1887 -5.6765 0.2 0.2 -0.3 0.0918
H 1.6725 1.4993 -6.8774 0.1 0.1 0.5 0.1069
H 0.9981 4.6451 -4.8618 -0.1 -0.4 -0.5 0.1041
H 1.5316 4.0493 -6.4785 -0.3 0.3 0.1 0.0865
H -0.2302 4.2247 -6.0813 0.6 -0.3 0.1 0.1018
C -1.3704 2.0557 7.5875 -0.9 0.9 -2.0 -0.3682
O -0.4873 1.6444 8.2679 1.9 -1.2 1.0 0.0426
N -1.5039 1.8859 6.2324 1.4 0.0 0.2 -0.1604
C -2.5953 2.4654 5.4529 0.1 -1.1 1.8 -0.0311
C -0.3870 1.1459 5.6198 0.1 0.6 1.6 -0.0433
H -2.0979 2.6916 8.0282 -1.5 0.7 0.3 0.1152
H -2.3248 3.2840 4.8103 0.3 0.3 -0.2 0.0687
H -3.2584 2.7720 6.2740 -0.4 0.3 -0.8 0.0916
H -3.0551 1.6511 4.8947 -0.2 0.2 -0.2 0.0632
H -0.1808 0.3574 6.3712 0.1 0.1 -1.0 0.0797
H -0.6909 0.8528 4.6446 -0.2 -0.8 -0.7 0.0491
H 0.5480 1.7347 5.5410 -0.5 0.0 0.1 0.0875
C -0.3420 -4.4968 6.2571 -0.6 0.8 -0.7 -0.3416
O -1.4714 -4.7068 6.6285 -0.4 -0.7 0.8 0.0142
N -0.0400 -3.4130 5.5060 1.0 -0.5 1.2 -0.2058
C 1.3005 -3.2574 5.0479 0.4 0.9 -1.6 -0.0738
C -1.0033 -2.3553 5.2693 1.5 -0.6 -0.4 -0.0098
H 0.5197 -5.1571 6.4260 0.0 -0.1 0.1 0.1309
H 1.7973 -2.3606 5.4398 -0.1 -0.1 0.2 0.0918
H 1.2318 -3.0864 3.9428 0.5 -0.3 0.6 0.0887
H 1.9334 -4.1290 5.2510 -0.3 0.1 0.0 0.0868
H -1.0052 -2.2582 4.1980 -0.7 0.4 -0.6 0.0808
H -1.9086 -2.7271 5.6823 -1.0 0.1 0.2 0.0788
H -0.6643 -1.4084 5.6862 -0.2 -0.2 0.2 0.0679
C 4.3507 -1.8440 -2.1610 -0.9 0.2 1.0 -0.0068
C 3.5661 -0.8964 -3.0855 1.3 -0.4 -0.6 -0.5466
C 4.2081 -0.9147 -4.4875 -0.2 -0.5 0.2 -0.1078
C 3.8435 -2.2076 -5.2426 -0.3 0.0 0.1 -0.1578
C 2.3168 -2.1648 -5.3530 1.1 0.3 -1.0 -0.1416
C 1.6564 -2.2294 -3.9903 -2.0 -0.1 -1.4 -0.5115
N 2.1604 -1.1257 -3.2265 -0.4 0.8 0.7 -0.0650
O 1.6253 -1.1847 -1.9146 0.6 -0.7 -0.1 -0.0478
C 0.1210 -1.9512 -4.2243 0.9 -0.2 0.9 -0.0130
C 1.7601 -3.5827 -3.3261 1.0 -0.3 0.1 -0.0177
C 3.7824 0.4734 -2.5193 -0.3 0.5 -1.1 -0.0307
H 5.3541 -1.4532 -1.9609 -0.1 -0.2 -0.2 0.0934
H 4.3804 -2.8430 -2.5369 0.3 -0.7 -0.3 0.0573
H 3.8116 -1.8813 -1.1928 0.3 0.0 -0.4 0.0766
H 3.7922 -0.0744 -5.0800 0.6 -0.3 0.4 0.1032
H 5.2480 -0.7539 -4.2022 0.3 0.0 -0.9 0.1192
H 4.1290 -3.1305 -4.7408 0.2 0.1 0.4 0.0927
H 4.2479 -2.3551 -6.2435 0.3 0.6 -0.1 0.1086
H 2.0107 -2.8794 -6.1294 -0.5 -0.3 0.7 0.1317
H 2.1117 -1.1890 -5.8143 -0.3 -0.1 0.2 0.0991
H -0.3061 -2.8605 -4.6445 -0.2 0.1 -0.1 0.0732
H -0.3535 -1.7486 -3.2464 0.0 -0.1 -0.6 0.0637
H -0.0432 -1.1118 -4.8994 0.1 0.1 0.0 0.0778
H 2.7676 -4.0134 -3.4479 -0.3 0.2 0.4 0.0778
H 1.5018 -3.4639 -2.2658 0.2 -0.4 -0.4 0.0593
H 1.1075 -4.2724 -3.8399 -0.4 -0.3 0.1 0.0822
H 4.8464 0.6488 -2.4872 0.4 0.2 0.5 0.0932
H 3.2801 0.5737 -1.5766 0.1 0.2 0.5 0.0668
H 3.3778 1.1794 -3.2546 -0.1 0.2 0.4 0.0835
H 0.8528 -0.6290 -1.9626 -1.1 0.9 0.5 0.0311
C 0.6132 3.6812 3.4646 -1.7 0.6 -0.1 -0.0521
C 1.8518 3.9210 2.6492 -0.3 -0.1 0.8 -0.5512
C 2.8134 2.9001 3.1634 1.7 -1.4 -0.3 -0.1407
C 4.0938 2.7333 2.3091 -0.2 -0.8 0.5 -0.1382
C 3.6297 2.5040 0.8791 0.8 -0.7 -0.4 -0.1453
C 2.6344 3.4852 0.3241 -0.3 0.0 -0.6 -0.5250
N 1.5371 3.6091 1.2674 0.6 -0.3 0.8 -0.1879
O 0.6294 4.5418 0.8197 -1.9 0.0 -0.5 -0.0722
C 3.2941 4.7860 -0.1011 0.5 0.1 -0.6 -0.0092
C 2.0015 2.8580 -0.9071 -1.2 0.8 -0.7 -0.0361
C 2.3682 5.3120 2.9611 0.6 0.7 0.3 -0.0082
H -0.1568 4.4334 3.2096 0.3 -0.3 0.3 0.0979
H 0.8424 3.7325 4.5217 0.0 0.2 0.2 0.0864
H 0.1562 2.7056 3.2836 0.1 0.1 0.1 0.0355
H 3.0253 3.0730 4.2172 0.2 0.2 0.1 0.1290
H 2.3726 1.8971 3.1166 -0.3 0.1 0.1 0.1063
H 4.6685 1.8327 2.6755 -0.6 0.9 -0.4 0.1290
H 4.7610 3.5749 2.3900 0.3 0.5 0.0 0.0906
H 3.1357 1.5454 0.8299 0.0 -0.5 0.2 0.0774
H 4.4586 2.4180 0.1556 0.0 0.2 0.3 0.1357
H 2.5900 5.6099 -0.1314 0.0 0.1 0.2 0.0845
H 4.1670 4.9954 0.5037 0.0 0.4 0.4 0.0744
H 3.6991 4.6749 -1.1190 -0.2 -0.1 0.2 0.0897
H 1.2822 3.5662 -1.3809 0.6 -0.3 0.2 0.1091
H 2.7306 2.5695 -1.6330 0.5 0.1 -0.4 0.0534
H 1.4068 1.9706 -0.7264 0.1 -0.4 0.3 0.0414
H 2.2046 5.6006 4.0048 0.0 -0.5 0.1 0.0893
H 1.9136 6.1496 2.4347 0.0 -0.3 -0.6 0.0893
H 3.4500 5.2926 2.8340 0.1 0.5 -0.2 0.0744
H -0.2861 4.0107 0.8372 0.4 1.2 -0.4 0.0486
C -3.3256 -0.4675 -3.5924 0.8 -0.1 -0.7 -0.0233
C -3.6714 -1.8308 -3.0427 0.1 -0.4 1.7 -0.5212
C -3.6788 -2.8793 -4.1322 0.5 0.5 -1.1 -0.1504
C -3.6354 -4.3083 -3.6555 -1.5 0.4 -0.2 -0.1808
C -2.4509 -4.4940 -2.7827 -0.3 -0.8 0.6 -0.1503
C -2.4664 -3.5547 -1.5663 0.8 -1.2 -0.6 -0.5238
N -2.5910 -2.2189 -2.1189 0.4 1.2 1.1 -0.0479
O -2.4619 -1.2315 -1.0386 -0.7 -1.1 -1.0 -0.0942
C -3.4072 -4.0680 -0.4761 0.0 0.4 -0.3 -0.0051
C -1.0712 -3.7146 -1.0095 0.6 0.6 0.4 -0.0572
C -5.0837 -1.7409 -2.4239 0.4 0.0 -1.8 -0.0027
H -2.2449 -0.3934 -3.7037 0.1 0.1 0.2 0.0739
H -3.6894 0.3670 -3.0040 -0.1 0.0 0.2 0.0726
H -3.7094 -0.4036 -4.6028 -0.4 0.3 -0.2 0.0900
H -4.5658 -2.6726 -4.7187 -0.3 -0.1 -0.4 0.1205
H -2.8129 -2.7299 -4.8032 -0.2 0.2 0.2 0.1247
H -3.5737 -4.9553 -4.5256 -0.2 -0.2 -0.1 0.1162
H -4.6084 -4.4957 -3.1258 0.9 -0.3 -0.3 0.1195
H -1.5190 -4.3991 -3.3332 0.1 0.5 -0.2 0.1069
H -2.4245 -5.5280 -2.4524 0.0 -0.2 0.4 0.1243
H -4.3851 -4.2597 -0.9078 -0.3 0.0 0.4 0.0728
H -2.9732 -5.0051 -0.1147 -0.3 0.1 0.0 0.0891
H -3.4351 -3.3578 0.3635 -0.2 -0.2 -0.3 0.0728
H -0.9906 -3.1261 -0.0907 0.3 0.1 -0.1 0.0865
H -0.8335 -4.7491 -0.7576 -0.2 -0.1 0.0 0.0978
H -0.3576 -3.4014 -1.7732 0.0 0.2 0.4 0.0533
H -5.5138 -2.7308 -2.4020 -0.4 -0.2 0.5 0.0666
H -5.6173 -1.1751 -3.2070 -0.4 -0.1 0.6 0.0942
H -5.1043 -1.2139 -1.4929 0.0 0.2 0.5 0.0597
H -1.6011 -0.7624 -1.2449 -0.1 0.2 0.2 0.0056
```
Forces are in eV/Å.

LUMO level   0.17 eV
Energy above the lowest of the compared OMol25 structures with the same formula, charge and spin   0.00 kcal/mol
HOMO-LUMO gap   7.880 eV
DFT total energy   -4188.9460 a.u.
Molar mass   993.53 g mol⁻¹
Strongest force on any atom   2.45 eV/Å